CH5BS | the ωB97M-V functional and the def2-TZVPD basis

Output
ΔE to the lowest compared entry with this formula, charge and spin	52.0	kcal/mol

```
8
CH5BS (the ωB97M-V functional and the def2-TZVPD basis)
S -1.245 -0.370 -0.058
C -0.081 0.977 0.208
B 0.748 -0.881 0.220
H -0.157 1.370 1.214
H 0.864 -1.452 1.216
H -1.342 -0.175 -1.381
H 0.044 1.684 -0.584
H 1.169 -1.153 -0.835
```

=====

C22H11F5N6OSZn | the ωB97M-V functional and the def2-TZVPD basis

```
47
C22H11F5N6OSZn (the ωB97M-V functional and the def2-TZVPD basis)
Zn 2.312 1.412 0.143
S 4.073 0.191 0.917
F 1.253 0.681 5.188
F 2.746 -1.156 6.519
F 4.845 -2.320 5.271
F 5.428 -1.713 2.741
F 1.831 1.329 2.680
O 2.923 3.307 -0.213
N 4.314 4.787 -1.145
N 2.196 0.841 -1.988
N -3.720 -0.812 -2.102
N -3.679 -1.987 -0.211
N 5.259 3.505 -4.359
N 0.290 1.148 0.403
C -6.419 -3.873 -1.877
C -4.700 -1.775 -2.250
C -0.490 1.631 -0.577
C -5.577 -2.078 -3.294
C 2.923 1.676 -2.339
C 3.041 -0.832 5.262
C 2.609 0.409 3.283
C 3.626 3.639 -1.210
C 4.543 3.203 -3.502
C 4.103 -1.426 4.621
C 3.706 2.845 -2.408
C -3.151 -1.000 -0.870
C -1.638 0.996 -0.992
C -5.544 -3.561 -0.856
C 2.287 0.094 4.585
C -1.249 -0.660 0.679
C -0.113 0.030 1.037
C -4.665 -2.492 -1.055
C -6.434 -3.140 -3.084
C -2.009 -0.197 -0.389
C 4.392 -1.102 3.313
C 3.652 -0.177 2.589
H -3.425 -0.153 -2.799
H -5.524 -4.122 0.074
H -7.134 -3.418 -3.864
H 0.513 -0.314 1.852
H -2.228 1.445 -1.781
H -5.590 -1.516 -4.223
H -7.110 -4.698 -1.756
H 4.930 5.065 -1.889
H -0.169 2.558 -1.041
H 4.315 5.293 -0.279
H -1.542 -1.566 1.196
```

=====

C23H25N2O2Zr | the ωB97M-V functional and the def2-TZVPD basis

Output
net charge	+1

```
53
C23H25N2O2Zr (the ωB97M-V functional and the def2-TZVPD basis)
Zr -0.799 -0.220 1.904
O 3.299 2.138 -1.357
O -2.564 -0.708 6.109
N 3.197 -0.108 -1.441
N -1.569 -0.433 3.737
C -1.710 1.774 1.005
C 0.034 -1.160 -4.129
C -2.577 -1.093 0.655
C -0.326 1.978 1.187
C 1.036 -0.815 -3.230
C 2.740 1.103 -1.007
C -0.674 -2.334 0.822
C -2.590 -1.739 1.912
C 1.543 1.030 -0.084
C 0.708 2.299 0.128
C -0.093 1.898 2.585
C -2.075 -0.573 4.944
C 0.032 2.709 -1.176
C -1.313 1.642 3.244
C -1.382 -1.444 -0.012
C 0.891 -2.990 -2.238
C -2.316 1.562 2.263
C -0.536 -2.423 -4.089
C -0.102 -3.339 -3.138
C -1.418 -2.517 2.001
C 1.574 3.452 0.648
C 1.476 -1.725 -2.279
C 2.560 -1.395 -1.277
H 2.145 -1.474 -0.274
H -1.101 -3.087 2.857
H 2.095 3.169 1.561
H -1.442 1.497 4.304
H 3.951 -0.036 -2.106
H 0.862 1.975 3.072
H 1.482 0.169 -3.276
H 1.890 0.659 0.879
H -0.546 -4.324 -3.093
H 0.780 2.927 -1.930
H -3.362 -1.663 2.659
H -0.614 1.914 -1.550
H 0.883 0.242 -0.460
H 2.313 3.735 -0.095
H -1.315 -2.692 -4.789
H -3.340 -0.434 0.280
H 0.952 4.316 0.876
H 3.339 -2.156 -1.333
H -1.074 -1.115 -0.990
H 0.297 -2.748 0.621
H -0.298 -0.439 -4.864
H -2.218 1.752 0.058
H -3.356 1.344 2.434
H 1.210 -3.702 -1.487
H -0.576 3.601 -1.036
```

=====

C8H20CaF2N2O9S2 | the ωB97M-V functional and the def2-TZVPD basis

```
44
C8H20CaF2N2O9S2 (the ωB97M-V functional and the def2-TZVPD basis)
Ca -0.768 -0.456 0.171
S -0.686 -3.874 -0.918
S 0.299 -3.583 1.147
F -1.814 -3.097 -1.740
F 0.983 -2.433 2.026
O -0.709 -4.202 2.006
O -3.631 -0.431 3.079
O 1.475 -4.387 0.712
O 0.356 -4.124 -1.944
O 1.550 0.090 0.216
O -1.395 -5.046 -0.457
O -1.482 -0.205 2.505
O -2.938 -0.251 0.968
O -0.810 1.779 -0.101
N -0.928 -0.214 -2.248
N -0.413 -2.615 0.219
C -0.162 0.974 -2.417
C -1.468 2.660 0.799
C 2.117 2.024 1.353
C 1.965 0.548 1.505
C -0.175 1.236 -3.922
C -0.785 2.116 -1.550
C -2.665 -0.320 2.161
C 3.224 -0.132 1.930
H 3.707 0.273 2.817
H -1.425 2.360 1.846
H 3.110 -1.211 2.029
H 3.969 -0.082 1.134
H -1.823 2.154 -1.885
H 0.842 0.743 -2.060
H 2.852 2.300 0.596
H 0.394 2.147 -4.108
H 2.480 2.417 2.303
H 1.220 2.623 1.197
H -0.514 -0.876 -2.892
H 0.266 0.465 -4.553
H 2.343 0.077 -0.327
H -2.482 2.857 0.450
H -1.187 1.391 -4.294
H -0.341 3.094 -1.743
H -1.790 -0.121 -2.771
H -0.925 3.606 0.779
H -2.999 -0.515 3.803
H 1.161 0.242 2.175
```

=====

CH3FNO2S | the ωB97M-V functional and the def2-TZVPD basis

Output
ΔE to the lowest compared entry with this formula, charge and spin	68.2	kcal/mol
net charge	-1
SMILES string	N[S@@](=O)([O-])=CF

```
9
CH3FNO2S (the ωB97M-V functional and the def2-TZVPD basis)
S 0.241 0.159 -0.299
F 0.047 -1.850 1.579
O 0.618 -0.354 -1.619
O 0.882 1.495 -0.137
N -1.467 0.493 -0.354
C 0.885 -0.764 1.162
H -1.403 1.289 0.291
H 1.821 -1.261 0.658
H -1.623 0.794 -1.280
```

=====

C19H45N5O9P | the ωB97M-V functional and the def2-TZVPD basis

Output
net charge	-1

```
79
C19H45N5O9P (the ωB97M-V functional and the def2-TZVPD basis)
P -2.521 4.233 -4.116
O -1.290 -0.810 -0.036
O 1.038 6.640 -6.733
O -3.089 -2.638 1.652
O 0.719 4.449 -6.995
O 2.836 -6.927 5.527
O -3.666 3.373 -4.977
O 0.513 -5.383 4.205
O -3.770 0.643 1.086
O 1.929 -3.807 6.423
N -1.080 4.254 -5.036
N 2.709 1.338 -3.923
N 4.726 2.454 -4.259
N 2.751 3.484 -5.024
N -2.186 3.112 -2.807
C -1.237 -1.116 1.348
C 1.885 -5.480 3.843
C 0.536 -3.947 6.203
C 2.828 4.808 -4.366
C 0.467 5.571 -6.481
C -0.674 5.623 -5.458
C 2.914 -8.265 5.961
C 1.597 5.116 -3.466
C 3.461 2.451 -4.391
C 1.023 6.531 -3.714
C 0.218 -5.294 5.592
C -3.511 -3.959 1.408
C -0.395 6.580 -4.306
C -3.884 1.907 1.698
C -1.675 -2.524 1.686
C -3.204 0.727 -0.215
C 2.508 -6.824 4.150
C 2.334 -2.457 6.453
C -2.572 -0.590 -0.609
H 1.733 1.610 -3.909
H -1.190 3.235 -2.636
H -2.904 2.390 1.783
H -1.512 6.053 -6.018
H 3.127 -8.257 7.028
H 2.087 -1.953 5.512
H 5.066 3.302 -4.706
H -1.783 -0.378 1.938
H -1.108 6.490 -3.489
H 1.783 3.215 -5.147
H -3.243 -1.428 -0.410
H -1.217 -3.224 0.978
H -4.565 2.557 1.136
H 0.688 -6.105 6.150
H 0.173 -3.155 5.537
H 3.436 -6.932 3.572
H -0.181 -1.028 1.616
H 3.718 -8.800 5.442
H 0.025 -3.859 7.172
H 2.467 -4.664 4.275
H 1.987 5.108 -2.447
H 1.900 -5.350 2.759
H 1.962 -8.784 5.801
H -4.599 -3.955 1.352
H -0.863 -5.439 5.660
H -3.197 -4.630 2.216
H 2.763 0.604 -4.621
H -2.398 -0.561 -1.687
H -4.366 3.177 -4.348
H -1.339 -2.777 2.702
H 1.811 -7.620 3.863
H -2.291 2.163 -3.173
H -3.117 -4.326 0.453
H -4.012 0.969 -0.918
H -2.448 1.518 -0.255
H 2.887 5.535 -5.169
H 3.415 -2.437 6.582
H -1.269 3.721 -5.886
H -0.522 7.582 -4.709
H 1.737 7.114 -4.283
H 0.960 7.021 -2.740
H 1.866 -1.923 7.289
H 3.730 4.855 -3.770
H -4.285 1.758 2.700
H 0.851 4.331 -3.515
```

=====

no.,E_tot (eV),LUMO (eV)
1,-12627.4923,0.554
2,-106822.7361,-1.102
3,-32605.9296,-4.537
4,-75573.5847,-0.233
5,-20221.8187,3.760
6,-55598.8276,1.909